[1]
The following is a DFT calculation (wB97M-V/def2-TZVPD) of a 2-piece molecular cluster, C4H13N2O2 overall in a non-equilibrium geometry.

Summary:
**HOMO-LUMO gap**: 0.3892 Ha
**Energy relative to the best compared isomer or geometry (same formula, charge and spin)**: 2.7077 eV
**Net charge**: +1
**HOMO level**: -13.8 eV

Cartesian coordinates (Å):
N: 0.46865 1.12814 -1.77332
C: 0.16301 0.05828 -0.65743
C: 1.26921 0.19848 0.34570
C: -1.15578 0.66502 -0.02606
N: -2.20184 0.02334 0.52104
C: -2.38567 -1.38710 0.45926
O: -1.19186 1.86415 -0.17886
H: 0.13635 0.82659 -2.65834
H: 0.17029 2.02196 -1.38982
H: 1.45078 1.39104 -1.85135
H: -0.05390 -0.89570 -1.11031
H: 1.29850 -0.72188 1.14362
H: 2.35667 0.06544 0.17500
H: 1.14894 1.09826 0.98751
H: -3.13131 0.48398 0.55281
H: -2.63294 -1.66963 -0.66490
H: -3.22371 -1.75789 1.08185
H: -1.46736 -1.89441 0.72730
H: 3.52349 -2.70460 0.97810
H: 4.42146 -1.86700 1.94263
O: 3.79067 -1.81972 1.19424

***

[2]
The following is a DFT calculation (wB97M-V/def2-TZVPD) of C22H50B2CaF8N8O8 as an isolated structure in a non-equilibrium geometry.

Summary:
**HOMO-LUMO gap (spin up / spin down)**: 0.1653 / 0.3098 Ha
**2S+1**: 2
**Net charge**: +1
**HOMO level (spin up / spin down)**: -6.6 / -10.6 eV

Cartesian coordinates (Å):
Ca: -12.50778 15.88863 12.17042
N: -13.22082 18.00601 9.42679
O: -14.39662 18.33437 9.36496
O: -12.84267 17.19639 10.24882
O: -12.42990 18.31311 8.49491
N: -15.07376 14.63975 11.11334
O: -16.02519 14.01646 10.68641
O: -13.97373 14.57497 10.58275
O: -15.08343 15.28459 12.17889
C: -20.41948 14.39979 11.06446
C: -20.82701 13.49064 9.93307
N: -19.91620 12.40790 9.80089
C: -20.17116 11.10835 10.21184
C: -18.99884 10.41298 9.96051
N: -18.01627 11.23312 9.39614
C: -18.68222 12.39188 9.13537
C: -16.65822 10.90043 9.20329
H: -20.04564 14.05353 12.02802
H: -21.12942 15.20907 11.23517
H: -19.55617 14.92634 10.65760
H: -20.82765 13.95042 8.94478
H: -21.84186 13.13998 10.12073
H: -21.10361 10.84537 10.68912
H: -18.73540 9.39869 10.22167
H: -18.29903 13.25072 8.60437
H: -16.04673 11.27994 10.02191
H: -16.41945 11.22920 8.19186
H: -16.68105 9.81119 9.16944
C: -16.72994 19.55601 12.97609
C: -17.23602 18.10035 13.04829
N: -17.87713 17.84600 11.75985
C: -19.22416 18.08437 11.49291
C: -19.42226 17.71500 10.12608
N: -18.22222 17.22405 9.67571
C: -17.29575 17.35274 10.68262
C: -17.78904 16.87876 8.32589
H: -16.16389 19.74215 12.06338
H: -16.14556 19.71433 13.88247
H: -17.53269 20.29314 12.95775
H: -17.96672 17.93794 13.84063
H: -16.37644 17.44883 13.20558
H: -19.83281 18.62684 12.20120
H: -20.17642 17.86003 9.36673
H: -16.25895 17.05100 10.70249
H: -18.15147 17.67684 7.67796
H: -18.30093 15.95717 8.04887
H: -16.76360 16.54068 8.17658
C: -18.01831 13.38665 13.70720
N: -17.59279 12.39566 14.72836
C: -17.25230 13.16975 16.05313
C: -18.80914 11.42704 14.90774
C: -16.37002 11.54479 14.38439
C: -16.17038 10.92249 12.91100
O: -17.30785 10.12964 12.71789
H: -17.22188 14.07810 13.43213
H: -18.90441 13.94069 14.01703
H: -18.27933 12.79363 12.83067
H: -18.18337 13.53262 16.48848
H: -16.53895 13.94178 15.76467
H: -16.86569 12.52829 16.84507
H: -19.60453 11.90992 15.47543
H: -18.52151 10.51028 15.42245
H: -19.28456 11.12951 13.97310
H: -16.29201 10.72738 15.10124
H: -15.54323 12.22923 14.57427
H: -15.25715 10.32767 12.89395
H: -16.02639 11.62554 12.09058
H: -16.95001 9.38444 12.22979
C: -13.25722 13.23899 7.34965
N: -12.84684 14.54837 6.63860
C: -12.68735 14.27458 5.14389
C: -13.99166 15.53725 6.81316
C: -11.55513 15.19213 7.30513
C: -10.27149 14.30524 7.36616
O: -9.73310 14.21335 6.06693
H: -13.20199 13.36771 8.43062
H: -12.50328 12.54342 6.98105
H: -14.30292 12.95759 7.22545
H: -12.55439 15.17220 4.53999
H: -13.61370 13.75984 4.88887
H: -11.90284 13.53679 4.97563
H: -13.79957 16.46690 6.27748
H: -14.00131 15.64110 7.89815
H: -14.91504 15.05404 6.49381
H: -11.92952 15.34705 8.31701
H: -11.41004 16.12609 6.76219
H: -10.56532 13.34347 7.78659
H: -9.54841 14.76217 8.04178
H: -9.35344 15.07124 5.86327
B: -12.40948 14.63743 14.66865
F: -11.75555 15.77815 14.26867
F: -13.44529 14.94187 15.49507
F: -12.90611 14.10872 13.48855
F: -11.61516 13.78605 15.34095
B: -12.95841 18.55132 13.12704
F: -12.68884 19.15960 14.38292
F: -13.47346 19.45815 12.22589
F: -11.76405 18.09122 12.54054
F: -13.86647 17.54767 13.36839

***

[3]
The following is a DFT calculation (wB97M-V/def2-TZVPD) of C22H43N2P3RhSe as an isolated structure in a non-equilibrium geometry.

Summary:
**HOMO-LUMO gap (spin up / spin down)**: 0.2714 / 0.1560 Ha
**Energy relative to the best compared isomer or geometry (same formula, charge and spin)**: 0.0547 eV
**2S+1**: 5
**Net charge**: +3
**HOMO level (spin up / spin down)**: -15.8 / -16.4 eV

Cartesian coordinates (Å):
Rh: -0.07931 0.09965 -0.14905
P: -0.02147 -0.13208 2.14793
P: 1.38060 1.91375 -0.09146
P: -0.84958 -2.07186 -0.43203
H: 4.48261 -0.68520 -7.26121
C: 3.56094 -1.17239 -7.65131
C: 2.40027 -0.49612 -7.76696
H: 2.36887 0.59911 -7.67108
C: 1.38907 -1.08559 2.85492
C: 0.07139 1.35965 3.23236
C: -1.51165 -0.92984 2.86122
C: 2.09573 2.29593 -1.72697
C: 0.69639 3.51807 0.42055
C: 2.90715 1.76792 0.93348
C: -0.57992 -2.72575 -2.12737
C: -2.63302 -2.39120 -0.17153
C: -0.06477 -3.37554 0.57540
H: 3.76348 -2.19110 -8.02441
H: 1.46746 -0.98908 -8.07869
H: 1.30804 -1.10805 3.95421
H: 2.34106 -0.61207 2.58128
H: 1.39998 -2.11326 2.47693
H: 0.19026 1.04344 4.27783
H: -0.84142 1.95878 3.17051
H: 0.91393 2.00831 2.98891
H: -1.48469 -0.85679 3.95841
H: -1.59629 -1.98606 2.59496
H: -2.41352 -0.41858 2.51028
H: 2.60591 3.26705 -1.66626
H: 1.29044 2.35573 -2.46786
H: 2.81758 1.52733 -2.02866
H: 1.47747 4.27963 0.31519
H: 0.34278 3.50342 1.45504
H: -0.14317 3.79228 -0.22449
H: 3.42361 2.73993 0.89495
H: 3.56224 0.98785 0.51246
H: 2.67995 1.52576 1.97935
H: -0.77959 -3.80636 -2.13253
H: 0.45752 -2.55074 -2.44041
H: -1.26479 -2.22763 -2.82396
H: -2.80212 -3.47565 -0.18587
H: -3.22309 -1.92650 -0.96922
H: -2.96357 -1.99637 0.79382
H: -0.52303 -4.33224 0.28907
H: -0.22981 -3.22199 1.64617
H: 1.01481 -3.40664 0.37191
C: 3.13512 -1.61904 -2.36883
C: 2.54196 -1.00444 -3.48531
C: 3.04128 -1.35631 -4.73127
C: 4.07610 -2.27552 -4.87181
C: 4.65684 -2.89839 -3.75671
C: 4.16035 -2.57072 -2.50380
Se: 2.79032 -1.39148 -0.48629
H: 1.65053 -0.48646 -1.03470
H: 1.72875 -0.27501 -3.45544
H: 2.61970 -0.89228 -5.60250
H: 4.42249 -2.47609 -5.86864
H: 5.47045 -3.61052 -3.81981
H: 4.56002 -3.04437 -1.60552
N: -2.40190 0.04704 -2.30605
C: -2.82518 0.83086 -1.25264
C: -4.13095 1.36649 -1.26169
C: -4.52288 2.17127 -0.20341
C: -3.57984 2.52078 0.76180
C: -2.28634 2.02060 0.67823
N: -1.94874 1.11579 -0.26694
H: -1.40431 0.01244 -2.49026
H: -3.02203 -0.04767 -3.10139
H: -4.79087 1.13616 -2.09165
H: -5.53503 2.57096 -0.13786
H: -3.84368 3.08865 1.65114
H: -1.50723 2.29955 1.40636